Molecular formula: C32H68N4O5S2
Method: DFT, wB97M-V/def2-TZVPD

Last column: Löwdin charge in e.
Atoms and positions in Å:
C (-2.0867, -0.1730, 3.0627)  -0.063
C (-1.3710, -1.5315, 3.1732)  -0.232
N (0.0931, -1.5029, 3.2091)  -0.004
C (0.7491, -0.9496, 2.0158)  -0.553
C (1.1442, 0.5102, 2.2880)  0.038
O (-0.1055, -1.1755, 0.9663)  -0.085
C (0.3600, -1.0069, -0.3981)  -0.300
C (-0.0830, 0.4103, -0.8166)  -0.098
C (0.8411, 1.6385, -0.6502)  -0.188
C (0.8332, 2.4845, -1.9263)  -0.263
N (1.8383, 3.5521, -1.8296)  0.012
C (-0.6733, -1.9289, -1.1137)  -0.089
C (-0.3992, -2.4564, -2.5122)  -0.392
C (-0.5171, -1.4348, -3.6425)  -0.060
C (-1.5268, -3.4982, -2.7850)  -0.063
C (1.8438, -1.4293, -0.6800)  -0.103
C (2.5332, -0.7705, -1.8929)  -0.278
C (2.8197, -1.7578, -3.0710)  -0.035
C (3.8148, 0.0359, -1.6197)  -0.231
C (4.0896, 1.0429, -2.7545)  -0.065
N (2.7479, -1.5260, 0.5714)  -0.059
S (4.2251, -2.4983, 0.3821)  0.690
C (5.5628, -1.3927, 0.8659)  -0.084
O (4.2731, -3.6211, 1.2586)  -0.253
O (4.4533, -2.9018, -0.9695)  -0.235
C (1.9973, -1.9001, 1.8377)  -0.522
S (1.2098, -3.5754, 1.6961)  0.963
C (2.8832, -1.8006, 3.1056)  -0.175
C (2.9661, -3.0347, 4.0113)  -0.195
C (3.8999, -2.6483, 5.1581)  -0.243
O (5.2324, -2.5131, 4.6917)  -0.187
C (5.9967, -1.7374, 5.6008)  -0.101
H (-2.3308, 0.0993, 2.0406)  0.066
H (-1.4646, 0.5971, 3.5149)  0.069
H (-2.9912, -0.2047, 3.6612)  0.073
H (-1.7608, -2.2491, 2.4643)  0.111
H (-1.6749, -1.9271, 4.1426)  0.111
H (0.4007, -1.0117, 4.0353)  0.114
H (0.3154, 1.1338, 1.9769)  0.092
H (1.9850, 0.8453, 1.6717)  0.078
H (1.4198, 0.7106, 3.3153)  0.091
H (-0.4314, 0.4229, -1.8428)  0.096
H (-0.9833, 0.6112, -0.2451)  0.114
H (1.8717, 1.4229, -0.3738)  0.072
H (0.4354, 2.3010, 0.1094)  0.097
H (-0.1511, 2.9443, -1.9817)  0.112
H (0.9299, 1.8676, -2.8237)  0.100
H (2.6277, 3.3737, -2.4352)  0.035
H (1.4493, 4.4422, -2.1136)  0.066
H (-1.6047, -1.3646, -1.1519)  0.137
H (-0.8776, -2.7733, -0.4587)  0.116
H (0.4974, -3.0725, -2.5743)  0.111
H (-1.4791, -0.9325, -3.5126)  0.099
H (-0.5756, -1.9181, -4.6114)  0.080
H (0.2317, -0.6474, -3.6379)  0.052
H (-1.5043, -3.7462, -3.8415)  0.073
H (-1.3382, -4.3843, -2.1859)  0.077
H (-2.4920, -3.0428, -2.5750)  0.090
H (1.7770, -2.4778, -0.9582)  0.109
H (1.8887, -0.0471, -2.3721)  0.092
H (2.6783, -2.7937, -2.7921)  0.071
H (3.8808, -1.6671, -3.2929)  0.075
H (2.2983, -1.4758, -3.9759)  0.081
H (3.7557, 0.6124, -0.6898)  0.091
H (4.7084, -0.5782, -1.5475)  0.080
H (4.7457, 0.5430, -3.4637)  0.078
H (4.6174, 1.9218, -2.4017)  0.079
H (3.1921, 1.2950, -3.3103)  0.072
H (3.0379, -0.5548, 0.7578)  0.124
H (6.2712, -1.3272, 0.0520)  0.080
H (5.2038, -0.3865, 1.0746)  0.071
H (6.0067, -1.7890, 1.7718)  0.076
H (1.8864, -4.1258, 0.6671)  -0.099
H (3.9308, -1.5910, 2.8883)  0.092
H (2.5769, -1.0090, 3.7798)  0.104
H (2.0136, -3.2657, 4.4742)  0.110
H (3.4400, -3.8711, 3.5127)  0.098
H (3.5780, -1.6790, 5.5601)  0.120
H (3.7992, -3.3718, 5.9705)  0.130
H (5.6251, -1.8367, 6.6188)  0.086
H (7.0343, -2.0555, 5.5869)  0.087
H (5.9430, -0.6752, 5.3456)  0.088
C (-6.2203, 0.6911, -0.7339)  -0.047
C (-5.5518, 1.6991, -1.6888)  -0.534
C (-6.4370, 2.9492, -1.7974)  -0.161
C (-6.4484, 3.8421, -0.5549)  -0.182
C (-5.1449, 3.7582, 0.2506)  -0.153
C (-3.9276, 3.2818, -0.5546)  -0.550
N (-4.2286, 1.9875, -1.1240)  -0.214
O (-3.1574, 1.4627, -1.8598)  -0.311
C (-2.7816, 3.1055, 0.4456)  -0.051
C (-3.5120, 4.3635, -1.5680)  -0.035
C (-5.5175, 1.0672, -3.0755)  -0.070
H (-5.6214, -0.2192, -0.6697)  0.075
H (-7.2254, 0.4094, -1.0782)  0.072
H (-6.3170, 1.0991, 0.2738)  0.065
H (-6.1016, 3.5469, -2.6493)  0.098
H (-7.4633, 2.6548, -2.0414)  0.109
H (-6.6267, 4.8751, -0.8666)  0.100
H (-7.2898, 3.5795, 0.0919)  0.099
H (-4.9392, 4.7321, 0.7066)  0.108
H (-5.2925, 3.0704, 1.0891)  0.103
H (-3.0135, 2.3048, 1.1521)  0.068
H (-2.6195, 4.0269, 1.0175)  0.077
H (-1.8466, 2.8576, -0.0626)  0.046
H (-3.2828, 5.3053, -1.0552)  0.073
H (-4.2924, 4.5739, -2.3004)  0.068
H (-2.6168, 4.0590, -2.1124)  0.057
H (-6.5377, 0.8422, -3.4041)  0.075
H (-4.9572, 0.1339, -3.0783)  0.064
H (-5.0685, 1.7391, -3.8079)  0.076

Cartesian forces (eV/Å) of the 6 atoms listed first:
C 0.3 -0.3 0.0
C -0.7 0.3 1.0
N -0.2 -0.2 -0.7
C 0.6 -0.4 1.0
C 0.3 0.0 -1.1
O 0.6 0.3 -0.1

As for the net charge: 0. The calculation puts the HOMO-LUMO gap at 2.9 eV. The calculation puts the highest occupied orbital energy at -3.5 eV.

***

Molecular formula: C7H9O5P
Method: DFT, wB97M-V/def2-TZVPD

Last column: Löwdin charge in e.
Atoms and positions in Å:
C (-3.0211, 1.1805, 0.3736)  -0.053
C (-1.7988, 1.1288, -0.0792)  -0.190
C (-0.9731, 0.0921, -0.7093)  -0.236
C (-0.3299, 0.6359, -1.9546)  -0.097
C (0.4948, 0.4183, -0.7499)  -0.278
C (1.5338, -0.6049, -0.6192)  -0.478
O (2.2230, -0.9619, -1.5778)  0.021
O (1.4542, -1.3163, 0.6161)  -0.108
C (2.7946, -1.5028, 1.1530)  -0.091
P (1.5055, 2.0091, 0.2959)  0.164
O (0.9470, 3.2785, -0.3405)  -0.462
O (1.1033, 1.7043, 1.7477)  -0.457
O (2.8921, 1.6092, -0.1135)  -0.414
H (-3.4541, 2.1569, 0.7195)  0.047
H (-3.5638, 0.2355, 0.4719)  0.026
H (-1.2104, 1.9905, -0.0016)  0.067
H (-1.2691, -0.9512, -0.6045)  0.132
H (-0.2226, -0.0487, -2.7938)  0.090
H (-0.5307, 1.6096, -2.3044)  0.083
H (2.7944, -2.4352, 1.6936)  0.045
H (2.9194, -0.6087, 1.7460)  0.071
H (3.5327, -1.7166, 0.2361)  0.118

Cartesian forces (eV/Å) of the 6 atoms listed first:
C -1.8 0.0 0.8
C 1.1 -0.3 -0.1
C -0.3 0.2 1.1
C 1.1 -1.8 -0.8
C 1.0 1.0 1.2
C -1.6 -1.2 -2.0

As for the net charge: -2. The relative energy (zero: lowest compared OMol25 entry of this formula, charge and spin) is 0.0 kJ/mol. The calculation puts the HOMO-LUMO gap at 6.3 eV. The structure (SMILES) is C=C[C@H]1C[C@@]1(C(=O)OC)P(=O)([O-])[O-]. The calculation puts the highest occupied orbital energy at -0.2 eV.